1.
{
  "formula": "C34H59N9PPdSi4Te",
  "method": "ωB97M-V/def2-TZVPD",
  "species": ["Pd", "N", "C", "N", "C", "N", "N", "C", "C", "C", "C", "C", "C", "N", "C", "C", "C", "C", "C", "C", "H", "H", "H", "H", "H", "H", "H", "H", "H", "H", "H", "C", "C", "C", "C", "C", "N", "H", "H", "H", "H", "H", "H", "H", "H", "H", "C", "N", "C", "N", "C", "N", "C", "P", "C", "C", "H", "H", "H", "H", "H", "H", "H", "H", "H", "H", "H", "H", "C", "Si", "C", "C", "Si", "Te", "Si", "C", "C", "C", "Si", "C", "C", "C", "H", "H", "H", "H", "H", "H", "H", "H", "H", "H", "H", "H", "H", "H", "H", "H", "H", "H", "H", "H", "H", "H", "H", "H", "H", "H", "H"],
  "positions_angstrom": [[-0.772, -1.692, 1.120], [-4.072, -1.329, -2.317], [-3.125, -1.864, -1.550], [-2.809, -1.451, -0.358], [-3.540, -0.393, 0.200], [-3.404, -0.066, 1.443], [-2.560, -0.974, 2.079], [-3.050, -1.659, 3.026], [-2.347, -2.896, 3.427], [-2.720, -3.623, 4.540], [-2.163, -4.885, 4.730], [-1.272, -5.373, 3.792], [-0.927, -4.568, 2.713], [-1.444, -3.358, 2.537], [-4.514, 0.313, -0.636], [-5.238, 1.422, -0.185], [-6.194, 1.996, -0.992], [-6.458, 1.462, -2.259], [-5.766, 0.361, -2.716], [-4.794, -0.205, -1.897], [-4.298, -1.760, -3.200], [-2.583, -2.702, -1.975], [-4.044, -1.443, 3.410], [-3.447, -3.220, 5.233], [-2.444, -5.483, 5.587], [-0.847, -6.362, 3.882], [-0.214, -4.901, 1.969], [-5.043, 1.802, 0.809], [-6.758, 2.850, -0.642], [-7.222, 1.907, -2.883], [-5.983, -0.064, -3.689], [4.101, -3.624, 0.027], [3.061, -3.392, -1.078], [3.412, -2.147, -1.908], [2.929, -4.627, -1.980], [1.754, -3.129, -0.437], [0.736, -2.954, 0.066], [5.064, -3.830, -0.440], [3.837, -4.479, 0.649], [4.212, -2.743, 0.662], [4.389, -2.296, -2.368], [3.456, -1.251, -1.283], [2.675, -1.992, -2.698], [3.867, -4.761, -2.519], [2.126, -4.509, -2.708], [2.739, -5.526, -1.395], [1.968, -1.632, 5.812], [1.420, -0.312, 5.497], [2.488, 0.532, 4.962], [3.141, -0.051, 3.786], [3.643, -1.383, 4.131], [2.606, -2.271, 4.658], [1.622, -2.627, 3.649], [0.747, -1.121, 2.997], [0.257, -0.368, 4.631], [2.245, -0.080, 2.644], [1.173, -2.277, 6.189], [2.716, -1.511, 6.596], [3.240, 0.657, 5.740], [2.085, 1.513, 4.708], [4.415, -1.268, 4.891], [4.092, -1.841, 3.248], [0.885, -3.295, 4.094], [2.098, -3.155, 2.818], [-0.531, -0.972, 5.083], [-0.137, 0.636, 4.465], [1.923, 0.938, 2.407], [2.757, -0.480, 1.763], [-2.404, 1.797, -3.834], [-0.581, 1.592, -4.073], [0.128, 2.774, -5.288], [-0.044, -0.163, -4.281], [0.320, 2.250, -1.828], [-0.012, 0.649, -0.087], [-0.884, 4.210, -1.021], [-0.875, 5.426, -2.417], [0.102, 4.759, 0.449], [-2.600, 3.674, -0.571], [2.690, 2.759, -2.325], [3.329, 1.469, -3.489], [3.454, 2.679, -0.631], [2.708, 4.446, -3.064], [-2.920, 1.213, -4.604], [-2.697, 2.842, -3.957], [-2.749, 1.455, -2.856], [-0.387, 2.600, -6.241], [1.195, 2.632, -5.459], [-0.052, 3.814, -5.009], [-0.553, -0.594, -5.150], [-0.288, -0.765, -3.403], [1.030, -0.229, -4.465], [0.128, 5.765, -2.675], [-1.450, 6.306, -2.110], [-1.354, 5.027, -3.314], [1.136, 4.990, 0.186], [0.107, 3.995, 1.229], [-0.342, 5.667, 0.869], [-3.192, 3.422, -1.452], [-3.113, 4.491, -0.053], [-2.591, 2.810, 0.099], [2.905, 0.480, -3.313], [4.413, 1.392, -3.356], [3.150, 1.747, -4.529], [3.022, 1.896, -0.009], [3.337, 3.633, -0.112], [4.527, 2.483, -0.730], [1.999, 4.572, -3.882], [3.712, 4.596, -3.477], [2.536, 5.226, -2.320]],
  "atomic_forces_ev_per_a": [[-0.4, -0.7, 0.8], [-0.1, 0.0, 0.0], [0.1, 0.0, 0.0], [0.0, 0.1, 0.0], [-0.1, 0.1, -0.2], [0.2, -0.2, 0.1], [-0.2, 0.3, -0.3], [0.1, -0.2, 0.1], [-0.1, 0.1, -0.1], [0.0, -0.1, 0.1], [-0.1, 0.0, 0.0], [0.0, 0.0, 0.0], [0.1, 0.0, 0.0], [0.0, 0.1, -0.1], [0.1, -0.1, 0.1], [0.0, 0.0, 0.0], [0.0, 0.0, 0.0], [0.0, 0.1, 0.0], [0.0, 0.0, 0.0], [0.0, -0.1, -0.1], [0.0, 0.0, 0.0], [0.0, 0.0, 0.0], [0.0, 0.0, 0.1], [0.0, 0.0, 0.0], [0.0, 0.0, 0.0], [0.0, 0.0, 0.0], [0.0, 0.0, 0.0], [0.0, 0.0, 0.0], [0.0, 0.0, 0.0], [0.0, 0.0, 0.0], [0.0, 0.0, 0.0], [0.0, 0.0, 0.0], [-0.1, 0.1, 0.0], [-0.1, 0.0, 0.0], [0.0, 0.0, 0.0], [0.1, -0.4, -0.1], [0.1, 0.4, 0.0], [0.0, 0.0, 0.0], [0.0, 0.0, 0.0], [0.0, 0.0, 0.0], [0.0, 0.0, 0.0], [0.0, 0.0, 0.0], [0.0, 0.0, 0.0], [0.0, 0.0, 0.0], [0.0, 0.0, 0.0], [0.0, 0.0, 0.0], [0.0, 0.0, -0.1], [0.0, 0.0, 0.1], [0.0, -0.1, 0.0], [0.0, 0.0, 0.0], [-0.1, 0.0, 0.0], [0.0, 0.0, 0.0], [0.0, 0.1, 0.0], [0.2, -0.2, -0.1], [0.0, 0.0, -0.2], [-0.1, 0.0, 0.1], [0.0, 0.0, 0.0], [0.0, 0.0, 0.0], [0.0, 0.0, 0.0], [0.0, 0.0, 0.0], [0.0, 0.0, 0.0], [0.0, 0.0, 0.0], [0.0, -0.1, 0.0], [0.0, 0.0, 0.0], [0.0, 0.0, 0.1], [0.0, 0.0, 0.0], [0.0, 0.0, 0.0], [0.0, 0.0, 0.0], [-0.2, 0.0, 0.0], [-0.1, -0.2, 0.2], [0.1, 0.2, -0.1], [0.1, -0.2, 0.0], [0.0, 0.5, -0.2], [0.2, 0.3, -0.6], [-0.1, -0.1, 0.0], [0.0, 0.1, -0.2], [0.2, 0.0, 0.1], [-0.1, -0.1, 0.1], [-0.1, -0.3, 0.3], [0.1, -0.2, -0.1], [0.2, 0.1, 0.1], [0.0, 0.2, -0.1], [0.0, 0.0, 0.0], [0.0, 0.0, 0.0], [0.0, 0.0, 0.0], [0.0, 0.0, 0.0], [0.0, 0.0, 0.0], [0.0, 0.0, 0.0], [0.0, 0.0, 0.0], [0.0, 0.0, 0.0], [0.0, 0.0, 0.0], [0.0, 0.0, 0.0], [0.0, 0.0, 0.0], [0.0, 0.0, 0.0], [0.0, 0.0, 0.0], [0.0, 0.0, 0.0], [0.0, 0.0, 0.0], [0.0, 0.0, 0.0], [0.0, 0.0, 0.0], [0.0, 0.0, 0.0], [0.0, 0.0, 0.0], [0.0, 0.0, 0.0], [0.0, -0.1, 0.0], [0.1, 0.0, 0.0], [0.0, 0.0, 0.0], [0.0, 0.1, 0.0], [0.0, 0.0, 0.0], [0.0, 0.0, 0.0], [0.0, 0.0, 0.0]],
  "homo_ev": [-14.94, -14.96],
  "charge": 3,
  "de_lowest_kj_mol": 43.5,
  "spin_multiplicity": 5,
  "s2": 6.025
}

2.
{
  "formula": "C34H61ClNO13PSi2",
  "method": "ωB97M-V/def2-TZVPD",
  "species": ["C", "C", "C", "C", "C", "C", "C", "C", "C", "C", "C", "C", "C", "Si", "Cl", "C", "C", "O", "C", "C", "O", "Si", "C", "C", "C", "C", "C", "N", "P", "O", "O", "H", "H", "H", "H", "H", "H", "H", "H", "H", "H", "H", "H", "H", "H", "H", "H", "H", "H", "H", "H", "H", "H", "H", "H", "H", "H", "H", "H", "H", "H", "H", "H", "H", "H", "H", "H", "H", "H", "H", "H", "H", "H", "H", "C", "C", "C", "O", "C", "O", "O", "H", "H", "H", "H", "H", "H", "C", "C", "C", "O", "C", "O", "O", "H", "H", "H", "H", "H", "H", "C", "C", "C", "O", "C", "O", "O", "H", "H", "H", "H", "H", "H"],
  "positions_angstrom": [[-1.621, -5.863, -6.821], [-0.773, -4.599, -7.017], [-1.637, -3.380, -7.341], [-0.981, -2.024, -7.082], [-0.647, -1.752, -5.616], [0.430, -0.674, -5.463], [0.623, -0.269, -4.001], [-0.389, 0.779, -3.513], [0.173, 1.698, -2.413], [-0.823, 1.995, -1.268], [-0.254, 1.628, 0.103], [-1.262, 1.923, 1.230], [-0.597, 2.413, 2.525], [0.132, 1.052, 3.558], [0.347, 1.802, 5.469], [-0.991, -0.444, 3.639], [-2.002, -0.447, 4.779], [-2.778, 0.734, 4.799], [-4.089, 0.640, 4.257], [-4.358, 1.828, 3.340], [1.564, 0.495, 2.952], [3.063, 1.170, 3.193], [3.795, 0.751, 4.873], [4.983, 1.369, 5.237], [5.567, 1.120, 6.451], [4.942, 0.217, 7.276], [3.766, -0.390, 6.837], [3.189, -0.134, 5.680], [3.391, 3.401, 2.915], [2.456, 4.148, 4.025], [2.622, 3.787, 1.503], [-1.953, -5.938, -5.785], [-1.077, -6.769, -7.085], [-2.514, -5.816, -7.447], [-0.064, -4.773, -7.830], [-0.180, -4.434, -6.117], [-2.567, -3.439, -6.768], [-1.917, -3.452, -8.396], [-0.088, -1.914, -7.707], [-1.687, -1.253, -7.406], [-1.547, -1.453, -5.080], [-0.270, -2.656, -5.133], [0.128, 0.211, -6.033], [1.366, -1.052, -5.881], [1.630, 0.122, -3.839], [0.521, -1.163, -3.377], [-1.295, 0.297, -3.148], [-0.663, 1.400, -4.372], [1.051, 1.227, -1.963], [0.492, 2.640, -2.860], [-1.764, 1.465, -1.422], [-1.061, 3.062, -1.256], [0.588, 2.306, 0.274], [0.066, 0.582, 0.112], [-1.938, 1.086, 1.403], [-1.890, 2.731, 0.849], [0.111, 3.205, 2.270], [-1.358, 2.878, 3.160], [-1.483, -0.615, 2.678], [-0.311, -1.292, 3.791], [-2.646, -1.330, 4.697], [-1.476, -0.543, 5.731], [-4.801, 0.655, 5.087], [-4.194, -0.294, 3.699], [-5.416, 2.082, 3.317], [-4.009, 1.632, 2.326], [-3.784, 2.678, 3.712], [3.944, 0.560, 2.169], [5.441, 2.058, 4.537], [6.489, 1.605, 6.737], [5.343, -0.023, 8.252], [3.273, -1.118, 7.471], [1.689, 4.610, 3.665], [2.571, 3.043, 0.892], [-3.053, -3.042, 1.138], [-2.388, -2.501, -0.100], [-2.826, -1.116, -0.527], [-2.619, -1.163, -1.946], [-2.729, -2.454, -2.341], [-2.796, -2.812, -3.471], [-2.747, -3.273, -1.265], [-2.675, -4.035, 1.378], [-2.858, -2.385, 1.986], [-4.130, -3.122, 0.987], [-1.298, -2.543, -0.004], [-2.236, -0.315, -0.092], [-3.886, -0.932, -0.336], [-4.850, 5.510, -3.688], [-4.332, 4.144, -3.324], [-5.291, 2.994, -3.555], [-4.876, 2.052, -2.557], [-4.305, 2.744, -1.547], [-4.010, 2.274, -0.495], [-4.110, 4.032, -1.902], [-4.096, 6.272, -3.498], [-5.114, 5.541, -4.745], [-5.730, 5.755, -3.092], [-3.376, 3.947, -3.818], [-5.216, 2.547, -4.542], [-6.327, 3.278, -3.355], [6.081, -1.817, 4.188], [7.043, -2.335, 3.154], [8.422, -2.697, 3.665], [9.241, -2.474, 2.513], [8.629, -1.543, 1.739], [9.127, -1.004, 0.808], [7.371, -1.318, 2.188], [5.111, -1.591, 3.747], [5.935, -2.568, 4.966], [6.449, -0.901, 4.648], [6.607, -3.177, 2.608], [8.514, -3.729, 3.994], [8.750, -2.025, 4.463]],
  "atomic_forces_ev_per_a": [[0.0, 0.2, -0.1], [0.0, -0.3, -0.1], [0.1, 0.0, 0.1], [-0.3, 0.0, 0.0], [0.4, 0.2, -0.2], [-0.3, -0.1, 0.3], [-0.1, 0.1, 0.0], [0.3, 0.2, -0.1], [-0.5, -0.2, 0.3], [0.3, -0.1, -0.2], [-0.7, 0.4, 0.1], [0.2, 0.6, -0.4], [-0.3, -0.1, 0.0], [-0.6, -0.2, -0.2], [0.2, 0.0, 0.0], [0.3, -0.2, 0.3], [0.0, -0.2, -0.1], [0.1, 0.0, -0.1], [0.0, 0.3, -0.1], [0.4, -0.2, 0.0], [0.3, 0.5, 0.4], [-0.4, -0.7, -0.2], [-0.1, 0.0, 0.1], [0.0, 0.6, -0.9], [0.3, 0.0, 0.3], [-0.2, -0.3, 0.4], [0.3, -0.1, 0.5], [-0.2, 0.0, -0.5], [1.0, 0.3, 0.2], [-0.2, 0.2, -0.1], [-0.2, -0.1, -0.1], [-0.1, -0.1, 0.0], [0.0, 0.0, 0.1], [0.0, -0.1, 0.0], [0.0, 0.1, 0.0], [0.0, 0.0, 0.0], [0.0, 0.0, 0.1], [-0.1, 0.1, 0.0], [0.1, -0.1, 0.0], [0.1, 0.1, -0.1], [0.0, -0.1, 0.0], [-0.1, 0.0, 0.1], [0.2, 0.0, -0.1], [0.0, 0.1, -0.1], [0.0, 0.0, -0.1], [0.2, 0.0, 0.1], [0.0, 0.0, -0.2], [-0.2, 0.0, 0.0], [0.1, 0.0, -0.1], [0.2, 0.0, 0.0], [0.0, 0.0, -0.1], [-0.1, 0.0, 0.1], [0.3, -0.4, 0.0], [0.3, 0.1, 0.0], [0.0, 0.0, 0.1], [-0.2, -0.1, 0.1], [0.1, -0.1, 0.1], [0.0, -0.1, 0.1], [0.0, 0.1, -0.1], [0.0, 0.0, -0.1], [-0.1, 0.0, 0.0], [0.0, 0.2, 0.0], [0.0, -0.2, 0.0], [-0.1, -0.1, 0.1], [0.0, 0.0, -0.1], [-0.1, 0.0, -0.1], [-0.2, 0.1, 0.1], [0.0, 0.1, -0.1], [0.1, 0.0, 0.1], [0.0, 0.0, 0.0], [0.0, 0.0, 0.0], [-0.1, 0.0, 0.0], [-0.1, -0.2, 0.0], [-0.1, 0.1, 0.0], [-0.1, -0.2, -0.1], [-0.1, 0.0, 0.1], [0.0, 0.0, 0.0], [-0.1, 0.0, 0.1], [0.0, 0.0, 0.1], [-0.1, 0.0, 0.0], [0.1, 0.0, 0.0], [0.0, 0.0, 0.0], [0.0, 0.0, 0.0], [0.0, 0.1, 0.0], [0.0, 0.0, 0.0], [0.0, 0.0, -0.1], [0.0, 0.0, 0.1], [0.0, 0.1, 0.2], [-0.1, 0.1, -0.1], [0.0, 0.0, 0.0], [-0.1, 0.0, 0.0], [0.0, -0.1, 0.0], [-0.1, 0.0, 0.1], [0.1, 0.0, 0.0], [0.0, 0.0, 0.0], [0.0, 0.0, 0.0], [0.0, 0.0, 0.0], [0.0, 0.0, 0.0], [0.1, -0.1, 0.0], [0.0, 0.0, 0.0], [-0.1, 0.1, 0.0], [0.0, 0.0, 0.1], [0.0, 0.0, 0.0], [0.0, 0.0, 0.1], [0.0, 0.0, 0.0], [0.0, 0.0, -0.1], [0.0, -0.1, 0.0], [0.0, -0.1, 0.0], [0.0, 0.0, 0.0], [0.1, 0.0, 0.0], [0.0, 0.0, 0.0], [0.1, 0.0, -0.1], [-0.1, 0.0, 0.0]],
  "homo_ev": -8.00,
  "charge": 0
}